# 1
# C27H54O9

A 7-piece molecular cluster, C27H54O9 overall at a distorted geometry (wB97M-V/def2-TZVPD, OMol25).

Each atom is followed by the atoms it is bonded to, with distances in Å.
Cartesian coordinates (Å):
1 C -6.7351 -15.6515 13.9582  O2 1.413, H7 1.087, H8 1.091, H9 1.091
2 O -7.7398 -16.6251 13.7568  C1 1.413, C3 1.336
3 C -8.5788 -16.3996 12.7421  O2 1.336, O4 1.198, O5 1.335
4 O -8.5371 -15.4729 11.9846  C3 1.198
5 O -9.4120 -17.4397 12.6574  C3 1.335, C6 1.432
6 C -10.4650 -17.2897 11.6985  O5 1.432, H10 1.087, H11 1.085, H12 1.088
7 H -6.9990 -14.6609 13.5971  C1 1.087
8 H -5.7913 -15.9586 13.5047  C1 1.091
9 H -6.5671 -15.5839 15.0337  C1 1.091
10 H -11.2096 -16.6003 12.0881  C6 1.087
11 H -10.8804 -18.2815 11.5508  C6 1.085
12 H -10.0842 -16.9396 10.7413  C6 1.088
13 C 0.9496 -13.0624 16.7020  C14 1.533, C17 1.546, H18 1.089, H19 1.089
14 C 0.2905 -12.5717 15.4082  C13 1.533, C15 1.525, H20 1.090, H21 1.091
15 C 1.2397 -13.1053 14.3410  C14 1.525, O16 1.420, H22 1.100, H23 1.087
16 O 1.5899 -14.3954 14.8209  C15 1.420, C17 1.415
17 C 1.8517 -14.2132 16.1996  C13 1.546, O16 1.415, H24 1.102, H25 1.090
18 H 0.1812 -13.3148 17.4310  C13 1.089
19 H 1.5752 -12.2815 17.1327  C13 1.089
20 H 0.1684 -11.4892 15.3643  C14 1.090
21 H -0.6794 -13.0449 15.2516  C14 1.091
22 H 2.1480 -12.4889 14.2717  C15 1.100
23 H 0.7865 -13.1920 13.3570  C15 1.087
24 H 2.9048 -13.9173 16.3330  C17 1.102
25 H 1.7514 -15.1631 16.7252  C17 1.090
26 C -4.4518 -12.6668 14.9384  C27 1.527, C30 1.515, H31 1.090, H32 1.093
27 C -5.8172 -11.9977 14.7984  C26 1.527, C28 1.548, H33 1.092, H34 1.092
28 C -5.6330 -10.6581 15.5512  C27 1.548, O29 1.423, H35 1.088, H36 1.097
29 O -4.3204 -10.6623 16.0994  C28 1.423, C30 1.413
30 C -3.5382 -11.5069 15.2795  C26 1.515, O29 1.413, H37 1.089, H38 1.101
31 H -4.1429 -13.2614 14.0785  C26 1.090
32 H -4.4275 -13.3634 15.7801  C26 1.093
33 H -6.6144 -12.6314 15.1914  C27 1.092
34 H -6.0942 -11.8095 13.7593  C27 1.092
35 H -6.3619 -10.5026 16.3432  C28 1.088
36 H -5.7012 -9.8272 14.8378  C28 1.097
37 H -2.6574 -11.8217 15.8379  C30 1.089
38 H -3.1792 -10.9786 14.3821  C30 1.101
39 C -2.6192 -17.4560 16.4501  C40 1.537, C43 1.539, H44 1.087, H45 1.090
40 C -1.4416 -17.3766 15.4649  C39 1.537, C41 1.523, H46 1.089, H47 1.090
41 C -1.5546 -15.9243 15.0220  C40 1.523, O42 1.419, H48 1.091, H49 1.102
42 O -2.9453 -15.6612 14.9231  C41 1.419, C43 1.416
43 C -3.6500 -16.5093 15.8112  C39 1.539, O42 1.416, H50 1.097, H51 1.094
44 H -2.3158 -17.0793 17.4239  C39 1.087
45 H -3.0375 -18.4579 16.5414  C39 1.090
46 H -1.5654 -18.0508 14.6184  C40 1.089
47 H -0.5193 -17.5839 16.0072  C40 1.090
48 H -1.0829 -15.7026 14.0631  C41 1.091
49 H -1.0456 -15.2587 15.7384  C41 1.102
50 H -4.3664 -17.0913 15.2183  C43 1.097
51 H -4.2345 -15.9756 16.5668  C43 1.094
52 C -1.0327 -19.2733 20.6934  C53 1.553, C56 1.533, H57 1.092, H58 1.090
53 C -2.1491 -18.5743 19.8706  C52 1.553, C54 1.531, H59 1.085, H60 1.091
54 C -3.4246 -18.9437 20.6319  C53 1.531, O55 1.419, H61 1.090, H62 1.097
55 O -3.1325 -20.1804 21.2627  C54 1.419, C56 1.416
56 C -1.8068 -20.0706 21.7494  C52 1.533, O55 1.416, H63 1.088, H64 1.099
57 H -0.3733 -18.5174 21.1245  C52 1.092
58 H -0.3875 -19.8811 20.0591  C52 1.090
59 H -2.1977 -18.9248 18.8447  C53 1.085
60 H -2.0578 -17.4872 19.8516  C53 1.091
61 H -4.2773 -19.0863 19.9680  C54 1.090
62 H -3.7098 -18.1951 21.3816  C54 1.097
63 H -1.4339 -21.0823 21.8977  C56 1.088
64 H -1.7480 -19.5461 22.7131  C56 1.099
65 C -8.2904 -17.0314 18.1886  C66 1.532, C69 1.522, H70 1.091, H71 1.089
66 C -8.3400 -17.8258 19.4974  C65 1.532, C67 1.543, H72 1.094, H73 1.087
67 C -6.9694 -17.5222 20.1370  C66 1.543, O68 1.437, H74 1.091, H75 1.088
68 O -6.1277 -17.0746 19.0612  C67 1.437, C69 1.424
69 C -6.8254 -17.2361 17.8304  C65 1.522, O68 1.424, H76 1.100, H77 1.088
70 H -8.5034 -15.9816 18.3940  C65 1.091
71 H -8.9532 -17.4420 17.4288  C65 1.089
72 H -8.3483 -18.8951 19.2684  C66 1.094
73 H -9.1841 -17.6272 20.1536  C66 1.087
74 H -6.5860 -18.4551 20.5521  C67 1.091
75 H -7.0089 -16.7051 20.8546  C67 1.088
76 H -6.6858 -18.2526 17.4348  C69 1.100
77 H -6.4002 -16.5159 17.1349  C69 1.088
78 C -0.5501 -21.1064 13.7436  C79 1.549, C82 1.541, H83 1.090, H84 1.090
79 C 0.5222 -20.5417 14.7077  C78 1.549, C80 1.534, H85 1.089, H86 1.090
80 C 1.2446 -19.4807 13.8676  C79 1.534, O81 1.418, H87 1.098, H88 1.090
81 O 0.3576 -19.1420 12.8143  C80 1.418, C82 1.409
82 C -0.3143 -20.3224 12.4380  C78 1.541, O81 1.409, H89 1.098, H90 1.091
83 H -1.5490 -20.9175 14.1355  C78 1.090
84 H -0.4524 -22.1875 13.6473  C78 1.090
85 H 1.2059 -21.2976 15.0903  C79 1.089
86 H 0.0275 -20.0878 15.5665  C79 1.090
87 H 2.1986 -19.8482 13.4666  C80 1.098
88 H 1.4742 -18.5907 14.4542  C80 1.090
89 H 0.2419 -20.9259 11.7087  C82 1.098
90 H -1.2655 -20.0514 11.9787  C82 1.091

Values from the calculation:
Orbital gap ... 0.3715 hartree
SMILES string ... COC(=O)OC.C1CCOC1.C1CCOC1.C1CCOC1.C1CCOC1.C1CCOC1.C1CCOC1
Lowest unoccupied orbital energy ... 0.56 eV
Max |F| ... 0.0214 hartree/bohr
E_HOMO ... -9.5 eV

---

# 2
# C27H55ClF3N7O8

A 6-piece molecular cluster, C27H55ClF3N7O8 overall at a distorted geometry (wB97M-V/def2-TZVPD, OMol25).

Each atom is followed by the atoms it is bonded to, with distances in Å.
Cartesian coordinates (Å):
1 C 0.6101 -0.7938 4.4886  C2 1.541, H22 1.089, H23 1.085, H24 1.088
2 C -0.1717 -1.0546 3.1863  C1 1.541, C3 1.542, H25 1.088, H26 1.087
3 C -1.2166 0.0377 2.8830  C2 1.542, Cl4 1.852, N5 1.449, C12 1.570
4 Cl -2.6195 -0.4747 3.9783  C3 1.852
5 N -0.9631 1.3913 3.3349  C3 1.449, C6 1.417, H27 1.009
6 C -0.6067 2.2282 2.2483  N5 1.417, O7 1.166, C8 1.575
7 O -0.4653 3.3825 2.3383  C6 1.166
8 C -0.5022 1.3262 0.9616  C6 1.575, C9 1.543, C12 1.562, H28 1.082
9 C 0.9904 0.9353 0.9489  C8 1.543, N10 1.478, H29 1.097, H30 1.088
10 N 1.7319 1.3272 2.1658  C9 1.478, C11 1.471, H31 1.016
11 C 2.6252 2.4719 1.9296  N10 1.471, H32 1.089, H33 1.089, H34 1.095
12 C -1.6194 0.3229 1.3923  C3 1.570, C8 1.562, O13 1.432, C18 1.511
13 O -2.7353 1.2082 1.5365  C12 1.432, C14 1.420
14 C -4.0218 0.7005 1.2128  O13 1.420, C15 1.515, H35 1.091, H36 1.094
15 C -5.0314 1.7596 1.6042  C14 1.515, C16 1.530, O17 1.439, H37 1.092
16 C -6.4167 1.1490 1.8252  C15 1.530, H38 1.093, H39 1.085, H40 1.089
17 O -5.1210 2.6955 0.5147  C15 1.439, H41 0.963
18 C -1.8052 -0.9055 0.5320  C12 1.511, F19 1.311, F20 1.306, F21 1.325
19 F -2.2561 -0.6191 -0.6654  C18 1.311
20 F -2.5579 -1.8156 1.0906  C18 1.306
21 F -0.6426 -1.5067 0.3239  C18 1.325
22 H -0.0988 -0.8358 5.3136  C1 1.089
23 H 1.0895 0.1788 4.4693  C1 1.085
24 H 1.3654 -1.5724 4.5775  C1 1.088
25 H 0.5441 -1.2328 2.3863  C2 1.088
26 H -0.7164 -1.9860 3.3201  C2 1.087
27 H -1.6921 1.8274 3.8791  N5 1.009
28 H -0.8471 1.8154 0.0597  C8 1.082
29 H 1.4547 1.4919 0.1254  C9 1.097
30 H 1.2163 -0.1113 0.7548  C9 1.088
31 H 2.3575 0.5527 2.3677  N10 1.016
32 H 3.2926 2.5318 2.7886  C11 1.089
33 H 2.0203 3.3778 1.9383  C11 1.089
34 H 3.2198 2.3939 1.0133  C11 1.095
35 H -4.2770 -0.2069 1.7617  C14 1.091
36 H -4.1896 0.5129 0.1482  C14 1.094
37 H -4.7145 2.3275 2.4819  C15 1.092
38 H -6.4444 0.6803 2.8117  C16 1.093
39 H -7.1554 1.9409 1.7565  C16 1.085
40 H -6.6252 0.3805 1.0817  C16 1.089
41 H -5.1662 3.5876 0.8737  O17 0.963
42 C 0.4968 0.2932 -4.2771  N43 1.456, H47 1.081, H48 1.094, H49 1.087
43 N 0.4512 1.4960 -3.4583  C42 1.456, C44 1.451, C45 1.345
44 C -0.8367 2.0912 -3.1555  N43 1.451, H50 1.091, H51 1.090, H52 1.088
45 C 1.5618 2.0778 -2.9722  N43 1.345, O46 1.219, H53 1.104
46 O 1.5841 3.0819 -2.2810  C45 1.219
47 H 0.0565 0.4972 -5.2433  C42 1.081
48 H -0.0653 -0.5024 -3.7785  C42 1.094
49 H 1.5237 -0.0333 -4.4210  C42 1.087
50 H -0.8671 3.1150 -3.5319  C44 1.091
51 H -0.9866 2.1204 -2.0760  C44 1.090
52 H -1.6313 1.5089 -3.6166  C44 1.088
53 H 2.4871 1.5496 -3.2602  C45 1.104
54 C 4.9608 -2.4561 6.6423  N55 1.452, H59 1.093, H60 1.092, H61 1.084
55 N 4.7255 -1.2061 5.9416  C54 1.452, C56 1.453, C57 1.344
56 C 4.7777 0.0445 6.6788  N55 1.453, H62 1.091, H63 1.091, H64 1.087
57 C 4.4585 -1.1663 4.6250  N55 1.344, O58 1.217, H65 1.104
58 O 4.2476 -0.1553 3.9807  C57 1.217
59 H 4.2165 -2.5730 7.4339  C54 1.093
60 H 5.9592 -2.4414 7.0849  C54 1.092
61 H 4.8895 -3.2984 5.9637  C54 1.084
62 H 3.8183 0.5583 6.6004  C56 1.091
63 H 5.5478 0.6903 6.2544  C56 1.091
64 H 5.0020 -0.1511 7.7247  C56 1.087
65 H 4.4413 -2.1663 4.1577  C57 1.104
66 C -1.5525 1.2303 -9.9104  N67 1.457, H71 1.092, H72 1.089, H73 1.081
67 N -0.3242 1.1014 -9.1381  C66 1.457, C68 1.452, C69 1.339
68 C 0.9227 1.5957 -9.6954  N67 1.452, H74 1.091, H75 1.091, H76 1.087
69 C -0.3066 0.5389 -7.9228  N67 1.339, O70 1.222, H77 1.105
70 O 0.6859 0.4029 -7.2230  C69 1.222
71 H -1.4437 0.6941 -10.8552  C66 1.092
72 H -1.7434 2.2828 -10.1134  C66 1.089
73 H -2.3902 0.8191 -9.3652  C66 1.081
74 H 1.6405 0.7780 -9.7743  C68 1.091
75 H 1.3430 2.3582 -9.0381  C68 1.091
76 H 0.7446 2.0210 -10.6799  C68 1.087
77 H -1.3039 0.1970 -7.5928  C69 1.105
78 C 6.0960 -7.7620 8.9722  N79 1.450, H83 1.092, H84 1.092, H85 1.088
79 N 5.8596 -6.5141 8.2721  C78 1.450, C80 1.453, C81 1.346
80 C 5.9126 -5.2661 9.0139  N79 1.453, H86 1.091, H87 1.091, H88 1.087
81 C 5.5919 -6.4730 6.9535  N79 1.346, O82 1.218, H89 1.103
82 O 5.3856 -5.4565 6.3153  C81 1.218
83 H 5.3542 -7.8853 9.7639  C78 1.092
84 H 7.0940 -7.7516 9.4148  C78 1.092
85 H 6.0227 -8.6023 8.2851  C78 1.088
86 H 4.9530 -4.7527 8.9380  C80 1.091
87 H 6.6829 -4.6199 8.5909  C80 1.091
88 H 6.1375 -5.4644 10.0589  C80 1.087
89 H 5.5746 -7.4712 6.4841  C81 1.103
90 C -7.0332 3.1060 -8.4592  N91 1.451, H95 1.092, H96 1.092, H97 1.088
91 N -5.7597 2.4507 -8.6901  C90 1.451, C92 1.454, C93 1.345
92 C -4.9747 2.0082 -7.5496  N91 1.454, H98 1.091, H99 1.091, H100 1.087
93 C -5.2783 2.2379 -9.9276  N91 1.345, O94 1.219, H101 1.103
94 O -4.2161 1.6936 -10.1759  C93 1.219
95 H -6.8787 4.0108 -7.8684  C90 1.092
96 H -7.6993 2.4328 -7.9161  C90 1.092
97 H -7.4980 3.3761 -9.4051  C90 1.088
98 H -4.0006 2.5000 -7.5610  C92 1.091
99 H -4.8170 0.9301 -7.6086  C92 1.091
100 H -5.4930 2.2498 -6.6252  C92 1.087
101 H -5.9460 2.6095 -10.7231  C93 1.103

Values from the calculation:
Orbital gap ... 0.3289 hartree
SMILES string ... CC[C@@]1(Cl)NC(=O)[C@@H](CNC)[C@@]1(OC[C@H](C)O)C(F)(F)F.CN(C)C=O.CN(C)C=O.CN(C)C=O.CN(C)C=O.CN(C)C=O
Lowest unoccupied orbital energy ... 0.47 eV
Max |F| ... 0.0593 hartree/bohr
E_HOMO ... -8.5 eV